{
  "formula": "C19H40N4O6Si4Sr",
  "method": "ωB97M-V/def2-TZVPD",
  "homo_energy_ev": -6.8,
  "total_charge": 0,
  "e_tot_ha": -2607.12447,
  "e_above_lowest_ev": 0.0000,
  "gap_ev": 6.11,
  "elements": ["Sr", "N", "C", "C", "C", "N", "H", "H", "H", "H", "H", "H", "H", "H", "H", "H", "C", "Si", "C", "C", "Si", "Si", "C", "C", "C", "Si", "C", "C", "C", "H", "H", "H", "H", "H", "H", "H", "H", "H", "H", "H", "H", "H", "H", "H", "H", "H", "H", "H", "H", "H", "H", "H", "H", "H", "H", "H", "O", "C", "O", "C", "C", "C", "C", "C", "C", "N", "O", "O", "N", "O", "O", "H", "H", "H"],
  "xyz": [[1.0486, 1.6799, -0.1576], [3.2899, 2.5413, -1.3184], [3.8298, 3.0867, -0.0459], [2.8803, 4.1512, 0.5422], [2.1626, 3.7580, 1.8493], [0.7018, 3.6141, 1.6293], [3.9023, 1.8116, -1.6692], [3.2785, 3.2668, -2.0277], [4.8239, 3.5132, -0.1895], [3.9398, 2.2548, 0.6555], [2.1392, 4.4425, -0.2141], [3.4476, 5.0651, 0.7164], [2.3763, 4.4930, 2.6274], [2.5447, 2.8008, 2.2114], [0.2927, 4.5147, 1.4034], [0.2457, 3.2978, 2.4792], [-0.5117, -1.2660, -4.6553], [-1.7002, 0.0411, -3.9911], [-1.4130, 1.6281, -4.9702], [-3.4510, -0.5263, -4.4049], [-1.3373, 0.4008, -1.7151], [-1.2970, -1.7278, -0.7136], [-2.5635, -2.9795, -1.3344], [-1.5195, -1.5647, 1.1581], [0.4016, -2.5155, -0.9768], [-3.3163, 1.3522, -0.9058], [-4.7918, 0.1879, -0.7540], [-3.8754, 2.8010, -1.9795], [-2.9755, 2.0738, 0.8166], [-0.6205, -1.3863, -5.7367], [-0.7107, -2.2348, -4.1918], [0.5288, -1.0072, -4.4470], [-1.6160, 1.4783, -6.0341], [-0.3835, 1.9793, -4.8654], [-2.0717, 2.4230, -4.6103], [-3.5617, -0.7052, -5.4782], [-4.1935, 0.2199, -4.1148], [-3.6907, -1.4532, -3.8803], [-3.5854, -2.6107, -1.2342], [-2.4822, -3.9131, -0.7705], [-2.3922, -3.2138, -2.3875], [-2.5071, -1.1702, 1.4080], [-0.7743, -0.8858, 1.5861], [-1.4089, -2.5339, 1.6498], [0.5913, -2.6657, -2.0420], [0.4716, -3.4845, -0.4761], [1.2022, -1.8785, -0.5858], [-5.0299, -0.2601, -1.7206], [-5.6830, 0.7111, -0.3958], [-4.5793, -0.6249, -0.0570], [-4.1510, 2.4681, -2.9821], [-3.0783, 3.5414, -2.0874], [-4.7449, 3.2997, -1.5424], [-2.5635, 1.3080, 1.4795], [-3.8750, 2.4784, 1.2882], [-2.2459, 2.8877, 0.7406], [3.5618, 0.8331, 2.4811], [2.7167, -0.0302, 2.2337], [1.7839, 0.0802, 1.3677], [2.7534, -1.3252, 3.0159], [1.9196, -2.3861, 2.6828], [1.9989, -3.5502, 3.4268], [2.8630, -3.7011, 4.4932], [3.6739, -2.6251, 4.7913], [3.6431, -1.4454, 4.0735], [4.6127, -2.7478, 5.9262], [4.6189, -3.7966, 6.5352], [5.3009, -1.7841, 6.1874], [1.1288, -4.6923, 3.0744], [1.1554, -5.6599, 3.8060], [0.4456, -4.5888, 2.0781], [1.2263, -2.3059, 1.8576], [2.9034, -4.6149, 5.0645], [4.2959, -0.6234, 4.3266]],
  "mulliken_charge": [1.5637, -0.5898, -0.6091, -0.4192, -0.5574, -0.5142, 0.1993, 0.2091, 0.4214, 0.3110, 0.3861, 0.3106, 0.4368, 0.1565, 0.2047, 0.1815, -1.1023, 0.3670, -1.0874, -1.0186, 0.1412, -0.0172, -1.0266, -0.7352, -0.7819, 0.3923, -1.0202, -1.1356, -0.9359, 0.3855, 0.2349, 0.2899, 0.3444, 0.2659, 0.2645, 0.3991, 0.2491, 0.2722, 0.2940, 0.3709, 0.2699, 0.4123, 0.0331, 0.3614, 0.4100, 0.3102, 0.0857, 0.2750, 0.4137, 0.2706, 0.2410, 0.2816, 0.3712, 0.2445, 0.3863, 0.0903, -0.8313, 0.0406, -0.5644, 0.0653, 0.2747, -0.1474, -0.5660, -0.1910, -0.5031, 1.0647, -0.6215, -0.6187, 1.0792, -0.6304, -0.5996, -0.0605, 0.6168, 0.6346]
}

{
  "formula": "C19H40NP3PtSe",
  "method": "ωB97M-V/def2-TZVPD",
  "homo_energy_ev": [-17.1, -20.3],
  "total_charge": 4,
  "e_tot_ha": -4345.92365,
  "s2": 6.029,
  "gap_ev": [5.94, 4.84],
  "multiplicity": 5,
  "elements": ["Pt", "P", "P", "P", "H", "C", "C", "H", "C", "C", "C", "C", "C", "C", "C", "C", "C", "H", "H", "H", "H", "H", "H", "H", "H", "H", "H", "H", "H", "H", "H", "H", "H", "H", "H", "H", "H", "H", "H", "H", "H", "H", "H", "H", "H", "H", "C", "C", "C", "C", "C", "C", "Se", "H", "H", "H", "H", "H", "H", "C", "C", "N", "H", "H", "H"],
  "xyz": [[0.2782, -0.3471, 1.0181], [-1.2229, -2.0419, 1.5931], [1.8587, -0.3633, 2.8599], [1.5208, -1.4937, -0.5573], [-3.0685, 4.7759, -6.4829], [-3.0253, 3.8324, -7.0398], [-4.1138, 3.0611, -7.1927], [-5.0836, 3.3472, -6.7697], [-2.6638, -1.5955, 2.6245], [-0.4481, -3.3758, 2.5863], [-1.9553, -2.8877, 0.1495], [3.1074, 0.9638, 2.7740], [1.1388, -0.1289, 4.5228], [2.8408, -1.8895, 3.0116], [0.7666, -1.4480, -2.2107], [1.7813, -3.2734, -0.2252], [3.2073, -0.8512, -0.8060], [-2.0703, 3.5718, -7.5109], [-4.0824, 2.1345, -7.7771], [-3.2164, -0.7715, 2.1519], [-2.3312, -1.2812, 3.6248], [-3.3308, -2.4622, 2.7327], [-0.1510, -2.9752, 3.5657], [0.4300, -3.7824, 2.0701], [-1.1735, -4.1875, 2.7431], [-2.5773, -2.1593, -0.3899], [-2.5874, -3.7265, 0.4787], [-1.1772, -3.2650, -0.5278], [3.7546, 0.9325, 3.6630], [2.6119, 1.9407, 2.7226], [3.7196, 0.8347, 1.8740], [1.8834, -0.3295, 5.3041], [0.2881, -0.8079, 4.6631], [0.7855, 0.9043, 4.6339], [3.5218, -1.8082, 3.8704], [3.4380, -2.0517, 2.1073], [2.1792, -2.7487, 3.1702], [1.2487, -2.1773, -2.8762], [0.8772, -0.4400, -2.6263], [-0.3013, -1.6785, -2.1337], [2.4343, -3.7022, -0.9967], [0.8301, -3.8141, -0.2382], [2.2616, -3.4061, 0.7497], [3.7829, -1.5603, -1.4155], [3.7190, -0.7114, 0.1522], [3.1477, 0.1155, -1.3173], [0.4414, 2.3196, -1.7593], [-0.8510, 1.9218, -2.1563], [-1.3558, 2.3157, -3.3932], [-0.5995, 3.1267, -4.2413], [0.7066, 3.5033, -3.8683], [1.2340, 3.0756, -2.6538], [1.1193, 1.9768, -0.0298], [-1.0020, -0.1702, 0.0085], [-1.4489, 1.3157, -1.4760], [-2.3586, 1.9943, -3.6948], [-1.0152, 3.4685, -5.1948], [1.3045, 4.1335, -4.5298], [2.2539, 3.3402, -2.3669], [-2.1366, 2.0350, 4.1747], [-1.3774, 1.3637, 3.1500], [-0.7370, 0.7653, 2.3818], [-2.6669, 2.8873, 3.7458], [-1.4683, 2.3998, 4.9635], [-2.8758, 1.3562, 4.6168]],
  "mulliken_spin": [0.4708, 0.3753, -0.0641, 0.0920, 0.0337, 0.4342, 0.4432, 0.0269, 0.0248, 0.0372, 0.0173, 0.0120, 0.0002, 0.0086, 0.0023, 0.0063, 0.0330, 0.0316, 0.0276, 0.0003, -0.0013, 0.0130, -0.0017, -0.0015, 0.0134, 0.0013, 0.0096, -0.0019, 0.0019, 0.0023, 0.0017, 0.0001, 0.0011, 0.0002, 0.0002, -0.0004, -0.0007, 0.0028, 0.0000, 0.0010, 0.0011, -0.0005, 0.0009, 0.0043, -0.0002, -0.0014, 0.1428, 0.0893, -0.0281, 0.1301, -0.0204, 0.0675, 1.4318, 0.0590, -0.0087, -0.0017, 0.0379, 0.0017, -0.0069, 0.0027, -0.0045, 0.0473, 0.0002, 0.0000, 0.0013]
}

{
  "formula": "C19H41BIN5O6PS2",
  "method": "ωB97M-V/def2-TZVPD",
  "homo_energy_ev": -10.5,
  "total_charge": 1,
  "smiles": "CCCCN(CCCCN1C(NCP(=O)(O)O)=[N+](O)[C@@H](C[C@H](C)I)O[C@H]1B(N)O)C(=S)SCCC",
  "e_tot_ha": -2933.91773,
  "gap_ev": 7.24,
  "elements": ["C", "C", "C", "C", "N", "C", "C", "C", "C", "N", "C", "N", "C", "P", "O", "O", "O", "N", "O", "C", "C", "C", "C", "I", "O", "C", "B", "N", "O", "C", "S", "S", "C", "C", "C", "H", "H", "H", "H", "H", "H", "H", "H", "H", "H", "H", "H", "H", "H", "H", "H", "H", "H", "H", "H", "H", "H", "H", "H", "H", "H", "H", "H", "H", "H", "H", "H", "H", "H", "H", "H", "H", "H", "H", "H", "H"],
  "xyz": [[6.4842, -2.6845, 0.6403], [5.0698, -2.5647, 1.2219], [3.9505, -2.9319, 0.2234], [2.8491, -1.8590, 0.0640], [2.8321, -1.3348, -1.3087], [1.5447, -0.7774, -1.7199], [1.0553, 0.4966, -1.0047], [-0.4586, 0.5062, -0.7610], [-0.8376, -0.5339, 0.2823], [-2.2536, -0.4396, 0.7530], [-3.1590, -0.1860, -0.2133], [-3.3875, -1.0732, -1.1584], [-2.7652, -2.3915, -1.2649], [-3.9148, -3.3980, -2.2669], [-4.2340, -2.6156, -3.4563], [-5.1723, -3.7603, -1.3591], [-3.1925, -4.7638, -2.5930], [-3.9209, 0.9696, -0.2911], [-5.2962, 0.6078, -0.4161], [-3.7472, 1.8664, 0.8598], [-4.8670, 2.8538, 1.0785], [-5.1802, 3.8326, -0.0656], [-6.2309, 3.3658, -1.0739], [-3.4169, 4.5277, -1.0790], [-3.6140, 1.0283, 2.0047], [-2.3428, 0.4444, 1.9551], [-2.0928, -0.3609, 3.3389], [-1.6636, 0.3477, 4.5423], [-2.2893, -1.7050, 3.3321], [3.9434, -0.4931, -1.6066], [4.7739, -0.6952, -2.9828], [4.3697, 0.7147, -0.3916], [5.1658, 2.0003, -1.3940], [5.5106, 3.2068, -0.5230], [6.2913, 2.8618, 0.7456], [6.8861, -3.6909, 0.7570], [6.5057, -2.4274, -0.4209], [7.1640, -2.0020, 1.1527], [4.9175, -1.5744, 1.6561], [5.0081, -3.2648, 2.0596], [4.3863, -3.0975, -0.7636], [3.4933, -3.8749, 0.5256], [1.8751, -2.3114, 0.2600], [3.0542, -1.0694, 0.7992], [1.6237, -0.5818, -2.7918], [0.8232, -1.5936, -1.6187], [1.5520, 0.6162, -0.0384], [1.3308, 1.3667, -1.6009], [-0.7439, 1.5101, -0.4298], [-0.9740, 0.3154, -1.7092], [-0.6603, -1.5372, -0.1017], [-0.1844, -0.4442, 1.1525], [-4.0391, -0.8381, -1.9060], [-2.5303, -2.8002, -0.2818], [-1.8672, -2.2987, -1.8827], [-5.1931, -3.3690, -0.4770], [-3.1418, -5.3651, -1.8348], [-5.4703, -0.0729, 0.2569], [-2.8025, 2.4020, 0.7425], [-4.5461, 3.4446, 1.9393], [-5.7831, 2.3463, 1.3821], [-5.5705, 4.7293, 0.4092], [-6.7963, 4.2128, -1.4556], [-6.9294, 2.6960, -0.5679], [-5.7960, 2.7959, -1.8927], [-1.5672, 1.2196, 1.8670], [-2.1770, 1.2239, 4.6285], [-0.6941, 0.6514, 4.4552], [-1.6293, -2.1726, 3.8654], [6.0406, 1.5917, -1.8961], [4.4393, 2.2648, -2.1632], [4.5903, 3.7347, -0.2626], [6.1302, 3.8768, -1.1223], [7.1946, 2.3019, 0.4958], [5.7053, 2.2489, 1.4325], [6.5725, 3.7751, 1.2688]],
  "mulliken_charge": [-1.2497, -0.3899, -1.0891, -0.2934, 0.0431, -0.9796, -0.6836, 0.0517, -0.9819, 0.8016, -0.2696, 0.1023, -0.4574, 0.9949, -0.6525, -0.5406, -0.4931, 0.5492, -0.4051, -0.3753, -0.9440, -0.4039, -1.1628, 0.0577, -0.5259, -0.4702, 0.4699, -0.6536, -0.5436, -0.2653, -0.1351, 0.0349, -0.6996, -0.4627, -1.0770, 0.3597, 0.3038, 0.2972, 0.3517, 0.3965, 0.4115, 0.4620, 0.1814, 0.4033, 0.4017, 0.4069, 0.4254, 0.4569, 0.1166, 0.3263, 0.1028, 0.3887, 0.3914, 0.5210, -0.0655, 0.3612, 0.3379, 0.3463, 0.3754, 0.3285, 0.3934, 0.5670, 0.3914, 0.2676, 0.3281, 0.4741, 0.3089, 0.2902, 0.3200, 0.4513, 0.3787, 0.2483, 0.3426, 0.2797, 0.3074, 0.3618]
}